C4H33N2O11 | wB97M-V/def2-TZVPD

```
! wB97M-V def2-TZVPD RIJCOSX def2/J DEFGRID3
* xyz 1 1
H 3.8446 0.5187 -3.1031
C 2.7854 -3.9479 -0.5172
H -3.1765 0.4283 1.2569
H -2.0435 2.4546 1.0404
H -4.0762 -1.5395 -0.7090
N 2.7677 -0.1579 -0.1933
H -4.6510 -0.5611 0.2966
O 1.2448 0.0445 -3.2733
H -1.6194 0.2793 2.9536
H 2.9268 -4.3885 0.4711
H 2.4569 -4.6273 -1.2862
H -3.7323 1.3181 2.4046
H 2.1996 0.4749 0.4384
O -1.9874 3.3463 0.6373
H 1.7465 -2.1636 -1.3216
C 3.1965 -1.5006 0.0846
N 3.7804 -0.0847 -2.3008
O 0.0242 3.8526 -0.9615
H 2.7273 1.4657 -1.4405
H 4.1528 -1.8085 -0.4183
H 3.8498 -3.7150 -0.7574
H 4.0390 -1.0560 -2.3570
H 0.7092 0.2152 1.7155
H -3.0446 3.1184 -2.2973
H -3.5829 2.0461 -0.7668
H 0.0237 -1.9622 1.8829
H 0.6592 0.7892 -3.0730
H -1.9993 -3.6263 0.1750
H -2.4309 -2.1079 0.2925
O 0.8059 1.1228 1.3329
O -3.4655 1.1036 -0.5746
H 0.8345 -0.4758 -3.9672
H 1.3200 -2.6717 0.2753
H 0.3102 -1.2522 3.3091
H -1.4753 0.7846 4.3108
H 0.1207 4.7702 -0.6709
O -1.6897 -2.7182 0.1803
H -2.4634 3.8562 1.3063
O -2.9323 1.0871 1.9219
H -2.6006 0.9216 -0.9603
H 0.7457 1.7905 2.0181
H 3.3500 -1.5653 1.1635
C 2.1927 -2.5605 -0.3685
H -1.8290 3.8971 -1.2916
O 0.5475 -1.3207 2.3806
O -4.0215 -1.2844 0.2192
C 3.0492 0.4251 -1.3314
O -2.3571 3.1692 -1.6368
O -0.9241 0.3685 3.6333
H -0.3086 3.4476 -0.1230
*
```

Output
Energy relative to the best compared isomer or geometry (same formula, charge and spin)   3.345 eV
E_LUMO   -0.08114 Ha
HOMO-LUMO gap   10.5 eV



C4H33N2O12S | wB97M-V/def2-TZVPD

```
! wB97M-V def2-TZVPD RIJCOSX def2/J DEFGRID3
* xyz -1 1
O 0.2924 2.6040 -0.2233
C 1.9879 -2.2079 1.0821
S -0.0150 0.7462 4.0171
O 2.5669 -1.2591 0.3113
O -0.9440 0.9889 -3.8923
H -1.3816 -1.2976 4.1030
H 0.3814 2.5354 -1.2213
O 3.2032 0.9624 3.2363
C -0.0272 -0.7583 0.9231
O -3.8143 -0.9913 -2.2181
H 1.9751 -1.0817 -0.9836
H -2.4981 0.8148 2.3659
H -1.3394 -1.9944 -3.6048
H 1.2750 2.5519 0.1614
H 0.6081 -0.4097 -1.2242
H 3.5703 1.0467 -3.0803
C -1.2875 -0.6978 1.9192
H 0.1519 -1.6275 3.2967
H 0.2271 -2.8141 0.2395
O 3.0414 1.5384 -2.3630
H -1.9543 -1.6763 1.6835
H -4.2428 0.4474 1.1769
O -1.8149 -1.4062 -4.2776
H 3.0112 1.4279 2.3969
H -3.5153 -0.7516 -1.3419
H 1.2376 0.5634 3.4823
H -0.5647 0.1637 -3.6978
O 2.8458 1.4796 0.6783
N -2.0970 0.5288 1.5137
N 0.5309 -2.0914 0.9465
H -0.6150 3.9220 0.3226
H -0.9128 1.1192 -4.8152
H 2.3775 0.7743 -2.0528
H 2.4258 -2.0005 2.1564
H 3.9498 0.3766 2.9449
H -2.6292 -1.0397 -3.8419
O -4.7541 -0.3165 1.4519
H 0.7150 -0.0584 1.2875
O 1.3878 -0.4436 -1.6772
H -3.4052 -0.3080 -2.6913
O -1.1836 4.4209 0.9697
O 0.4174 -2.0432 -3.1754
H -4.1347 -0.7987 2.1051
H 2.3388 0.6411 0.6260
H 3.6313 1.5239 0.1774
H -0.3499 -0.6621 -0.1837
H -1.8797 3.7861 1.2205
H -1.5862 1.3564 1.2022
H 0.3806 -2.0978 -2.1402
C -0.6995 -0.9096 3.3654
H 0.8959 -1.2717 -3.2957
H 2.2200 -3.3055 0.6380
*
```

Output
Energy relative to the best compared isomer or geometry (same formula, charge and spin)   2.588 eV
E_LUMO   0.09538 Ha
HOMO-LUMO gap   8.2 eV



C4H33NO13S | wB97M-V/def2-TZVPD

```
! wB97M-V def2-TZVPD RIJCOSX def2/J DEFGRID3
* xyz 0 1
H 0.4842 -1.3630 2.0557
H 3.1694 1.9030 1.1140
H -4.5749 0.3741 -1.5762
H -2.6223 -2.0798 -2.1762
H -1.3584 -3.0976 0.7063
H -2.7402 2.5342 -1.1886
H -0.4029 -3.3321 2.2013
O -0.7597 -0.4542 -3.6453
H 2.3525 -3.1808 1.9433
O 2.1165 2.4034 -2.0543
H -3.7099 1.9091 -0.2240
H 3.0218 -0.5692 -0.9042
S -2.8120 -2.4980 2.5131
H -0.2896 0.6038 0.3436
O 3.4317 2.7241 0.5539
O -3.4134 -2.3826 -1.7422
H -1.2103 0.4801 -3.6632
C -0.2007 -0.6590 0.1670
H 2.0848 1.0937 2.7227
H -3.2746 -1.1339 2.5553
H -0.5256 -0.6963 -4.5390
H 3.4441 0.4130 2.9124
O 2.8098 0.5559 2.1198
O -3.7155 0.1895 -1.2689
H 1.7990 -4.4148 0.4150
O 2.9822 -3.0640 1.2151
H 2.2084 0.0401 0.5650
C -0.4540 -1.2780 1.5527
H -0.9895 -0.4917 2.2663
O -3.3586 2.6820 -0.4292
H 1.0932 -3.5655 -0.7034
C 1.0378 -1.0882 -0.5632
O -0.4691 3.0301 -2.1992
H 2.9314 3.4761 0.8496
O 1.0981 -4.4199 -0.2319
H -1.7575 2.9338 0.3373
N 2.2201 -0.2595 -0.4416
O 1.0731 -2.0164 -1.3418
O -0.7915 3.0473 0.5167
H 0.2821 2.4747 2.0446
H 2.4639 1.5865 -1.5486
H -0.2244 3.8463 -2.5928
O 0.8301 2.0123 2.7625
H 0.3543 2.5772 -2.4305
C -1.1212 -2.5885 1.6376
H -0.4127 2.7779 -0.4205
H -3.6101 -0.7434 -1.1728
H 2.7153 3.1283 -1.7471
H -1.1452 -0.6734 -0.4942
H -3.4264 -3.0882 -1.0724
H 2.7319 -2.2545 0.8162
H 0.6345 2.5959 3.4842
*
```

Output
Energy relative to the best compared isomer or geometry (same formula, charge and spin)   3.909 eV
E_LUMO   -0.00133 Ha
HOMO-LUMO gap   9.1 eV



C4H34BO25 | wB97M-V/def2-TZVPD

```
! wB97M-V def2-TZVPD RIJCOSX def2/J DEFGRID3
* xyz -1 1
H 3.2144 -4.6530 -0.8653
H -1.4322 -1.6254 -1.5571
H -0.2155 0.3730 -2.7181
O 2.6373 -5.2324 -0.3588
H 1.9590 -3.6042 2.1255
C -1.9909 1.8088 1.9773
O 0.4126 1.1194 -0.1018
H -1.7426 4.5605 3.1016
O 0.2747 -0.2212 -3.2919
O 2.5509 0.6277 -0.6501
H -5.1189 0.0329 -1.9609
O -0.8250 -4.4859 1.6501
H -6.1756 1.2664 1.0491
H -5.1690 3.1622 3.8059
H -1.1865 5.9429 2.9958
H 2.7820 -6.1374 -0.6253
O -6.3837 0.3548 1.1396
H 3.3749 -2.1173 -0.1201
H 5.5917 1.8699 -2.2339
H -4.7712 -0.3065 -0.5660
O 3.8888 -3.4497 -3.2413
B -0.6695 0.4550 0.6298
O -5.2798 2.3637 3.3002
O 1.8193 -1.9325 0.6397
O -1.9942 0.5279 0.0866
H -3.3897 4.9024 4.7313
O 6.4865 0.0810 -0.6013
H -4.3572 2.1959 3.0447
H 4.1376 -2.2290 -1.4687
H -1.8933 -2.8111 -2.3197
H -3.0893 2.4485 -3.0001
H 5.7379 -0.5218 -0.7791
H 2.9231 -0.7126 -4.0197
H -0.6360 -4.0783 0.7890
O -2.5458 1.6881 -2.7454
H 1.1615 3.9372 -0.0972
O -1.0942 -2.3073 -2.1598
H 6.6144 0.1004 0.3691
O 2.4196 -4.4056 2.3833
O -0.1314 -0.8940 0.8494
H -3.4216 3.4569 5.1434
O 4.6580 1.9319 -2.4908
O 0.6462 3.8939 0.7252
O -3.7533 2.0229 0.2784
O 3.8744 -0.6881 -3.7903
H -5.8496 0.0918 1.8933
H 3.9771 0.1198 -3.2699
H -0.1485 -1.0992 -3.1454
O -2.4248 2.5223 2.8700
H 0.1810 3.0760 0.6038
H 3.1557 -3.6981 -3.8166
C 1.4816 0.3600 -0.1623
C -2.7191 1.5071 0.6477
O -3.9687 4.2309 5.0766
H 2.6855 -4.8945 1.5755
O 4.2604 -2.1248 -0.4933
H 4.1587 2.0100 -1.6496
H 0.0053 -4.5000 2.1441
O -1.7640 5.3998 3.5471
H 4.3315 -2.6450 -3.6842
O -0.8498 1.1625 1.9565
C 1.1208 -0.9528 0.4953
O -4.4236 -0.4215 -1.4638
H -3.1075 1.1448 -2.1766
*
```

Output
Energy relative to the best compared isomer or geometry (same formula, charge and spin)   0.760 eV
E_LUMO   0.07018 Ha
HOMO-LUMO gap   10.3 eV



C4H35N2O14 | wB97M-V/def2-TZVPD

```
! wB97M-V def2-TZVPD RIJCOSX def2/J DEFGRID3
* xyz 0 2
H -2.5652 -0.7665 1.5691
H 1.7877 -0.9655 -3.6917
H -1.1735 1.3005 0.0982
H -2.3056 3.8090 -1.9113
C 2.0534 0.4970 1.5098
O -3.2991 -2.4945 -2.8098
H 0.1987 -0.4584 1.5492
O -0.1103 -3.5784 2.1855
O -3.5034 -0.9359 1.5979
H 2.9971 -1.6950 2.6045
H 4.0566 0.9464 1.1265
H -0.0436 -2.8871 1.5424
H -0.8299 2.2723 -3.1616
H 2.8689 -1.3018 -0.0936
H -2.1272 0.5728 -2.8058
O -1.3406 2.2505 0.5059
H -3.5439 -1.7387 1.0533
O -0.0619 3.4018 2.4443
H -1.6000 -0.1409 -1.3643
C 3.2022 0.6315 0.5272
H -0.3473 -4.3698 1.6881
H 1.5577 1.4648 1.6985
N 1.0722 -0.4560 0.9885
O -1.0288 0.8912 4.0032
H 0.1791 1.2626 -3.7988
H -1.8516 0.7301 4.4945
H -3.5443 -2.4004 -1.8905
O 0.0059 -1.6287 -3.1226
O -0.3695 2.0458 -3.9911
H 2.9423 1.5762 -0.0112
H -0.8434 -1.1480 -2.9211
H 3.0405 1.0212 3.3105
H 0.7316 -0.7195 -1.1603
O -2.1124 -0.2522 -2.3046
H -1.3048 -1.8139 -0.0097
O -1.3767 4.0147 -1.7062
H -0.3302 3.1354 1.5305
O 2.2960 -0.1414 -3.7502
H -1.3739 3.7965 -0.7585
C 0.4513 -0.0382 -0.3567
H -3.0366 -1.5525 -2.9857
H 4.3472 -0.7697 -0.4811
O 3.3873 -0.9224 3.0164
H 1.5679 -0.0533 3.5700
H -1.8777 -3.0176 -0.7999
O -0.9034 -0.0707 -0.1284
N 3.3793 -0.4818 -0.4057
O -1.6211 -2.7308 0.0921
H -1.2751 0.5685 3.1299
H 0.8170 0.9839 -0.5561
C 2.4665 0.1485 2.9688
H -0.2854 2.6493 2.9930
H 2.8152 -0.0194 -2.9657
H -0.2600 -2.5516 -3.0730
H -1.9751 2.1302 1.2175
*
```

Output
Energy relative to the best compared isomer or geometry (same formula, charge and spin)   0.023 eV
E_LUMO (spin up / spin down)   -0.01280 / -0.19427 Ha
HOMO-LUMO gap (spin up / spin down)   10.7 / 5.8 eV



Please write out number 3 again, unchanged.
C4H33NO13S | wB97M-V/def2-TZVPD

```
! wB97M-V def2-TZVPD RIJCOSX def2/J DEFGRID3
* xyz 0 1
H 0.4842 -1.3630 2.0557
H 3.1694 1.9030 1.1140
H -4.5749 0.3741 -1.5762
H -2.6223 -2.0798 -2.1762
H -1.3584 -3.0976 0.7063
H -2.7402 2.5342 -1.1886
H -0.4029 -3.3321 2.2013
O -0.7597 -0.4542 -3.6453
H 2.3525 -3.1808 1.9433
O 2.1165 2.4034 -2.0543
H -3.7099 1.9091 -0.2240
H 3.0218 -0.5692 -0.9042
S -2.8120 -2.4980 2.5131
H -0.2896 0.6038 0.3436
O 3.4317 2.7241 0.5539
O -3.4134 -2.3826 -1.7422
H -1.2103 0.4801 -3.6632
C -0.2007 -0.6590 0.1670
H 2.0848 1.0937 2.7227
H -3.2746 -1.1339 2.5553
H -0.5256 -0.6963 -4.5390
H 3.4441 0.4130 2.9124
O 2.8098 0.5559 2.1198
O -3.7155 0.1895 -1.2689
H 1.7990 -4.4148 0.4150
O 2.9822 -3.0640 1.2151
H 2.2084 0.0401 0.5650
C -0.4540 -1.2780 1.5527
H -0.9895 -0.4917 2.2663
O -3.3586 2.6820 -0.4292
H 1.0932 -3.5655 -0.7034
C 1.0378 -1.0882 -0.5632
O -0.4691 3.0301 -2.1992
H 2.9314 3.4761 0.8496
O 1.0981 -4.4199 -0.2319
H -1.7575 2.9338 0.3373
N 2.2201 -0.2595 -0.4416
O 1.0731 -2.0164 -1.3418
O -0.7915 3.0473 0.5167
H 0.2821 2.4747 2.0446
H 2.4639 1.5865 -1.5486
H -0.2244 3.8463 -2.5928
O 0.8301 2.0123 2.7625
H 0.3543 2.5772 -2.4305
C -1.1212 -2.5885 1.6376
H -0.4127 2.7779 -0.4205
H -3.6101 -0.7434 -1.1728
H 2.7153 3.1283 -1.7471
H -1.1452 -0.6734 -0.4942
H -3.4264 -3.0882 -1.0724
H 2.7319 -2.2545 0.8162
H 0.6345 2.5959 3.4842
*
```

Output
Energy relative to the best compared isomer or geometry (same formula, charge and spin)   3.909 eV
E_LUMO   -0.00133 Ha
HOMO-LUMO gap   9.1 eV



> The lowest energy relative to the best compared isomer or geometry (same formula, charge and spin) belongs to which entry?

C4H35N2O14